Entry 1:
This record from OMol25 describes an isolated molecule of CO2. The level of theory is ωB97M-V/def2-TZVPD.

XYZ file:
```
3
Properties=species:S:1:pos:R:3:mulliken_charge:R:1
O -1.144 0.115 -0.225 -0.326
C -0.016 -0.085 -0.047 0.730
O 1.156 -0.051 0.260 -0.404
```

## Properties
- SMILES = O=C=O



Entry 2:
This record from OMol25 describes an isolated molecule of CO5S. The level of theory is ωB97M-V/def2-TZVPD.

XYZ file:
```
7
Properties=species:S:1:pos:R:3:mulliken_charge:R:1
C -0.653 0.747 -0.222 0.708
O -1.248 1.750 -0.182 -0.412
O 1.033 -1.654 1.636 -0.354
O 0.497 0.658 -1.015 -0.135
O -0.848 -0.410 0.407 -0.308
O 1.175 -0.553 -0.787 -0.219
S 0.380 -1.599 0.399 0.720
```



Entry 3:
This record from OMol25 describes a structure of composition CaCl2O12PSr. The level of theory is ωB97M-V/def2-TZVPD.

XYZ file:
```
17
Properties=species:S:1:pos:R:3:mulliken_charge:R:1
Sr 0.290 1.629 -3.885 1.624
Ca 3.524 -3.953 -1.084 1.435
P -4.534 2.662 0.997 0.447
O -5.229 1.975 -0.386 -0.513
O 1.621 -0.343 6.236 -0.010
O -5.011 1.493 4.374 -0.187
O -5.511 2.282 2.230 -0.367
Cl 4.664 -0.381 0.371 1.480
O 3.890 -1.845 0.626 -0.659
O 3.641 0.506 -0.085 -0.587
O 5.316 0.268 1.415 -0.527
O 5.573 -0.582 -0.776 -0.582
Cl -8.522 1.993 1.127 -0.340
O -2.660 -3.757 -2.036 -0.124
O -0.345 -0.262 -0.871 -0.398
O -0.257 0.098 -6.172 -0.883
O 3.551 -1.781 -2.079 -0.809
```

## Properties
- charge = -1



Entry 4:
This record from OMol25 describes a structure of composition CaCl5O20. The level of theory is ωB97M-V/def2-TZVPD.

XYZ file:
```
26
Properties=species:S:1:pos:R:3:mulliken_charge:R:1
Ca -0.140 -0.031 0.249 2.376
Cl -1.290 -1.751 -2.758 1.780
O -0.576 -2.943 -3.236 -0.726
O -2.597 -2.093 -2.380 -0.697
O -0.668 -1.276 -1.635 -0.861
O -1.271 -0.743 -3.803 -0.691
Cl 2.677 1.525 -1.320 1.712
O 3.620 0.546 -0.891 -0.661
O 1.367 1.428 -0.692 -0.796
O 3.251 2.809 -0.908 -0.717
O 2.506 1.486 -2.770 -0.665
Cl 1.720 -2.955 1.407 1.736
O 0.866 -4.088 1.505 -0.690
O 0.941 -1.912 0.814 -0.768
O 2.180 -2.487 2.702 -0.677
O 2.826 -3.340 0.562 -0.689
Cl -1.849 3.310 -0.378 1.698
O -3.244 3.178 -0.268 -0.677
O -1.379 4.182 0.703 -0.695
O -1.311 1.981 -0.166 -0.779
O -1.461 3.758 -1.686 -0.659
Cl -1.225 -0.136 2.988 1.946
O -0.108 0.625 2.434 -0.716
O -1.841 -0.961 1.951 -0.734
O -0.740 -0.912 4.139 -0.666
O -2.256 0.798 3.436 -0.684
```

## Properties
- charge = -3



Entry 5:
This record from OMol25 describes a structure of composition CaH14N3O16. The level of theory is ωB97M-V/def2-TZVPD.

XYZ file:
```
34
Properties=species:S:1:pos:R:3:mulliken_charge:R:1
Ca -1.654 1.892 -2.065 1.753
N 0.110 0.595 0.647 0.767
O 0.697 1.640 1.047 -0.733
O 0.523 -0.525 0.934 -0.433
O -0.840 0.697 -0.180 -0.526
N 0.252 -3.998 2.307 0.886
O 1.470 -4.270 2.221 -0.642
O -0.128 -2.834 2.616 -0.589
O -0.619 -4.878 2.045 -0.655
N 1.385 0.670 -3.439 0.661
O 1.684 -0.520 -3.432 -0.473
O 2.083 1.575 -3.953 -0.572
O 0.218 1.034 -2.956 -0.643
O 3.204 0.574 -0.423 -0.628
H 2.922 0.646 -1.341 0.320
H 2.429 0.823 0.101 0.287
O -0.734 3.506 -0.732 -0.552
H -0.158 3.293 0.037 0.282
H -0.997 4.428 -0.618 0.276
O -2.901 -0.185 -2.226 -0.504
H -3.644 -0.552 -2.717 0.247
H -2.522 -0.948 -1.690 0.417
O 3.156 -1.809 1.323 -0.645
H 2.998 -2.696 1.681 0.369
H 2.270 -1.448 1.195 0.410
O 1.409 1.882 4.129 -0.599
H 0.903 2.172 3.360 0.293
H 2.119 2.525 4.213 0.292
O -1.730 -2.095 -0.740 -0.675
H -1.148 -2.632 -1.292 0.322
H -1.214 -1.935 0.075 0.236
O -3.599 1.420 0.041 -0.595
H -4.237 1.370 -0.680 0.321
H -3.712 0.583 0.511 0.324
```

## Properties
- charge = -1



Entry 6:
This record from OMol25 describes a structure of composition CaH2N5O16. The level of theory is ωB97M-V/def2-TZVPD.

XYZ file:
```
24
Properties=species:S:1:pos:R:3:mulliken_charge:R:1
Ca 0.093 -0.452 -0.353 2.357
N -2.168 -2.891 0.719 0.761
O -1.491 -1.822 0.666 -0.539
O -3.399 -2.868 0.532 -0.629
O -1.606 -3.977 0.983 -0.642
N 1.975 2.105 -1.878 0.840
O 1.416 0.989 -1.708 -0.643
O 2.920 2.170 -2.722 -0.688
O 1.583 3.121 -1.298 -0.600
N 0.025 1.149 2.898 0.769
O -0.196 0.734 1.727 -0.508
O -0.479 0.537 3.867 -0.672
O 0.722 2.160 3.084 -0.651
N -1.994 2.012 -1.617 0.798
O -1.566 2.166 -2.774 -0.651
O -1.582 1.075 -0.895 -0.486
O -2.910 2.763 -1.185 -0.671
N 2.842 -1.144 1.948 0.765
O 2.027 -1.003 0.988 -0.615
O 2.636 -2.007 2.831 -0.636
O 3.876 -0.438 1.986 -0.626
O -0.750 -1.278 -2.293 -0.482
H -1.670 -1.543 -2.406 0.233
H -0.306 -1.559 -3.099 0.216
```

## Properties
- charge = -3



Across the entries above, lowest unoccupied orbital energy takes the values 0.4; -0.7; -2.9; 7.1; -0.1; 6.4 eV, respectively.
Across the entries above, frontier orbital gap takes the values 13.33; 10.74; 1.42; 9.41; 4.18; 6.35 eV, respectively.